{"formula": "C7H17N5S", "method": "wB97M-V/def2-TZVPD", "elements": ["C", "S", "C", "N", "C", "N", "C", "C", "C", "C", "N", "N", "N", "H", "H", "H", "H", "H", "H", "H", "H", "H", "H", "H", "H", "H", "H", "H", "H", "H"], "xyz": [[-0.02, -3.48, 3.27], [-0.60, -1.75, 3.26], [0.02, -1.02, 1.83], [0.18, -1.67, 0.72], [0.42, -0.95, -0.39], [0.82, -1.89, -1.53], [0.29, 0.39, -0.55], [0.53, 1.39, -1.72], [-0.80, 1.57, -2.44], [1.04, 2.76, -1.28], [-0.32, 0.98, 0.63], [-1.70, 1.09, 0.47], [0.09, 0.38, 1.85], [0.81, -3.74, 2.61], [-0.93, -3.93, 2.86], [0.18, -3.95, 4.33], [1.65, -1.44, -2.02], [-0.01, -2.28, -2.03], [1.32, -2.77, -1.04], [1.26, 0.90, -2.27], [-0.79, 2.07, -3.40], [-1.37, 2.25, -1.77], [-1.39, 0.66, -2.71], [0.48, 3.28, -0.41], [1.13, 3.44, -2.23], [2.16, 2.79, -0.92], [0.09, 2.05, 0.45], [-2.30, 0.20, 0.68], [-2.11, 1.74, 1.02], [-0.11, 0.92, 2.73]], "lowdin_charge": [-0.33, 1.01, -0.65, 0.09, -0.23, 0.26, -0.09, -0.35, -0.06, -0.06, -0.14, 0.16, 0.10, 0.05, 0.03, 0.11, 0.20, 0.19, 0.24, 0.11, 0.09, 0.09, 0.10, 0.10, 0.15, 0.13, 0.22, 0.20, 0.08, 0.19], "charge": 2, "molar_mass_g_mol": 203.32, "homo_ev": -15.966, "relative_energy_kj_mol": 511.09, "lumo_energy_ev": -7.4, "smiles": "CSC1=NC([NH3+])=C(C(C)C)[N@@H+](N)N1", "total_energy_ev": -25799.650}